Here is the ion C4H9N2O with charge +1 from the OMol25 dataset. Energies are from the ωB97M-V functional and the def2-TZVPD basis.

Values from the calculation:
Orbital gap (alpha / beta), eV: 8.04 / 9.28
Net charge: +1
LUMO (alpha / beta), eV: -5.34 / -4.42

Bonds (Å) are listed after each position.
Positions of all 16 atoms, in Å:
1 C 0.777 0.424 -0.548  C3 1.440, N6 1.246
2 C -0.596 1.615 1.104  N6 1.589, O7 1.335, H8 1.088, H9 1.120
3 C 1.696 -0.080 -1.536  C1 1.440, H10 1.080, H11 1.129, H12 1.033
4 C -1.778 -1.623 0.715  N5 1.417, H13 1.153, H14 1.133, H15 1.064
5 N -1.430 -0.288 0.395  C4 1.417, O7 1.364
6 N 0.723 1.380 0.250  C1 1.246, C2 1.589, H16 0.961
7 O -1.091 0.440 1.498  C2 1.335, N5 1.364
8 H -0.243 2.215 1.940  C2 1.088
9 H -1.305 2.236 0.500  C2 1.120
10 H 2.691 0.261 -1.295  C3 1.080
11 H 1.330 -0.040 -2.604  C3 1.129
12 H 1.806 -1.093 -1.368  C3 1.033
13 H -1.010 -2.314 0.203  C4 1.153
14 H -2.142 -1.650 1.788  C4 1.133
15 H -2.647 -1.810 0.130  C4 1.064
16 H 1.346 2.110 0.300  N6 0.961